(1)
{
  "formula": "C33H66BrF2NO11P",
  "method": "ωB97M-V with the def2-TZVPD basis set",
  "symbols": ["C", "C", "C", "C", "C", "N", "C", "C", "F", "C", "C", "C", "C", "C", "F", "P", "O", "C", "Br", "H", "H", "H", "H", "H", "H", "H", "H", "H", "H", "H", "H", "H", "H", "H", "H", "H", "H", "H", "H", "H", "H", "H", "H", "H", "H", "O", "C", "O", "C", "C", "C", "H", "H", "H", "H", "H", "H", "H", "H", "O", "C", "O", "C", "C", "C", "H", "H", "H", "H", "H", "H", "H", "H", "O", "C", "O", "C", "C", "C", "H", "H", "H", "H", "H", "H", "H", "H", "O", "C", "O", "C", "C", "C", "H", "H", "H", "H", "H", "H", "H", "H", "O", "C", "O", "C", "C", "C", "H", "H", "H", "H", "H", "H", "H", "H"],
  "xyz": [[1.092, 2.683, 1.562], [0.445, 2.735, 0.173], [0.482, 4.055, -0.637], [1.591, 5.076, -0.385], [1.156, 5.903, 0.862], [2.981, 4.536, -0.109], [3.424, 3.267, -0.762], [3.526, 3.225, -2.302], [4.200, 2.023, -2.532], [2.266, 3.192, -3.138], [1.877, 4.601, -3.637], [4.831, 2.878, -0.232], [5.231, 3.572, 1.071], [5.114, 5.101, 0.895], [4.813, 5.730, 2.059], [6.831, 5.702, 0.360], [7.611, 6.223, 1.485], [4.138, 5.470, -0.228], [3.788, 7.369, -0.189], [2.127, 2.357, 1.558], [0.582, 1.936, 2.151], [1.047, 3.596, 2.145], [-0.588, 2.443, 0.266], [0.894, 1.953, -0.429], [0.326, 3.815, -1.673], [-0.433, 4.577, -0.399], [1.637, 5.760, -1.211], [0.381, 5.405, 1.417], [1.988, 6.168, 1.506], [0.762, 6.836, 0.489], [2.926, 4.318, 0.890], [2.806, 2.440, -0.467], [4.174, 3.992, -2.717], [2.525, 2.629, -4.021], [1.450, 2.648, -2.681], [0.844, 4.854, -3.456], [2.091, 4.699, -4.684], [2.491, 5.348, -3.132], [5.601, 3.144, -0.943], [4.864, 1.808, -0.111], [4.644, 3.253, 1.926], [6.269, 3.371, 1.288], [7.463, 4.578, -0.217], [6.656, 6.614, -0.705], [4.664, 5.331, -1.154], [0.368, 3.681, -5.973], [-0.238, 2.679, -6.269], [-0.149, 1.616, -5.459], [-0.939, 0.421, -5.633], [-0.317, -0.514, -6.647], [-1.024, 2.586, -7.553], [-1.970, 0.675, -5.871], [-0.960, -0.059, -4.659], [-0.261, -0.062, -7.638], [-0.902, -1.430, -6.720], [0.701, -0.770, -6.351], [-0.333, 2.370, -8.367], [-1.496, 3.548, -7.736], [-1.807, 1.833, -7.543], [4.062, 1.187, 4.435], [4.734, 1.994, 5.023], [6.010, 2.173, 4.639], [6.854, 3.221, 5.142], [7.497, 2.844, 6.459], [4.195, 2.760, 6.209], [6.304, 4.162, 5.200], [7.623, 3.354, 4.384], [6.755, 2.681, 7.240], [8.175, 3.632, 6.788], [8.062, 1.919, 6.350], [4.257, 2.123, 7.090], [3.151, 2.996, 6.018], [4.712, 3.695, 6.411], [-3.476, -0.690, -3.949], [-3.130, -1.487, -3.115], [-1.899, -2.026, -3.215], [-1.334, -2.870, -2.202], [-1.798, -4.302, -2.336], [-4.062, -1.946, -2.019], [-1.538, -2.464, -1.210], [-0.256, -2.813, -2.349], [-2.875, -4.386, -2.210], [-1.321, -4.929, -1.584], [-1.552, -4.690, -3.326], [-4.726, -2.707, -2.425], [-4.657, -1.093, -1.699], [-3.566, -2.350, -1.141], [-3.898, -4.842, 0.257], [-3.543, -5.627, 1.100], [-2.309, -6.156, 1.000], [-1.729, -6.987, 2.012], [-2.166, -8.431, 1.879], [-4.466, -6.079, 2.203], [-1.931, -6.582, 3.004], [-0.653, -6.914, 1.857], [-3.243, -8.540, 2.009], [-1.667, -9.050, 2.625], [-1.918, -8.809, 0.887], [-5.124, -6.852, 1.815], [-5.067, -5.232, 2.521], [-3.961, -6.463, 3.084], [-6.686, -7.316, 3.810], [-7.800, -7.289, 3.353], [-8.696, -8.191, 3.786], [-10.081, -8.167, 3.425], [-10.331, -8.836, 2.090], [-8.185, -6.316, 2.261], [-10.469, -7.148, 3.460], [-10.587, -8.722, 4.213], [-9.820, -8.321, 1.276], [-11.397, -8.856, 1.867], [-9.959, -9.861, 2.108], [-7.840, -6.709, 1.305], [-7.687, -5.369, 2.453], [-9.251, -6.116, 2.196]],
  "lowdin_charge": [-0.075, -0.199, -0.140, -0.275, -0.058, 0.009, -0.162, -0.269, 0.005, -0.154, -0.078, -0.095, -0.114, -0.601, 0.010, 0.755, -0.380, -0.594, 0.932, 0.065, 0.087, 0.067, 0.112, 0.095, 0.081, 0.122, 0.103, 0.077, 0.056, 0.087, 0.145, 0.129, 0.149, 0.119, 0.101, 0.074, 0.066, 0.061, 0.114, 0.137, 0.124, 0.109, 0.043, 0.020, 0.080, 0.082, -0.514, -0.003, -0.222, -0.053, 0.020, 0.111, 0.100, 0.068, 0.087, 0.083, 0.100, 0.093, 0.073, 0.088, -0.539, -0.013, -0.233, -0.059, 0.015, 0.114, 0.122, 0.070, 0.087, 0.087, 0.101, 0.089, 0.071, 0.094, -0.520, -0.017, -0.228, -0.062, 0.019, 0.115, 0.120, 0.061, 0.079, 0.085, 0.104, 0.092, 0.061, 0.086, -0.512, -0.008, -0.232, -0.060, 0.005, 0.115, 0.121, 0.071, 0.084, 0.084, 0.087, 0.090, 0.075, 0.092, -0.520, 0.005, -0.232, -0.063, 0.013, 0.114, 0.124, 0.067, 0.083, 0.085, 0.097, 0.087, 0.069],
  "charge": 1,
  "lumo_energy_ha": -0.088,
  "multiplicity": 1,
  "energy_ev": -144063.72860,
  "orbital_gap_ev": 9.1,
  "homo_ev": -11.511
}



(2)
{
  "formula": "C6H12O",
  "method": "ωB97M-V with the def2-TZVPD basis set",
  "symbols": ["C", "C", "C", "C", "O", "C", "C", "H", "H", "H", "H", "H", "H", "H", "H", "H", "H", "H", "H"],
  "xyz": [[-1.578, -0.667, -0.825], [-0.963, 0.307, 0.183], [-2.010, 0.791, 1.171], [0.200, -0.324, 0.949], [1.239, -0.642, 0.011], [2.123, 0.323, -0.012], [3.070, 0.016, -1.110], [-2.395, -0.188, -1.383], [-0.835, -1.021, -1.545], [-1.999, -1.539, -0.309], [-0.577, 1.172, -0.379], [-2.395, -0.053, 1.754], [-2.852, 1.257, 0.647], [-1.575, 1.521, 1.859], [-0.098, -1.253, 1.442], [0.716, 0.330, 1.663], [2.805, -0.902, -1.639], [4.086, -0.011, -0.703], [3.038, 0.885, -1.775]],
  "lowdin_charge": [-0.073, -0.424, -0.083, -0.191, -0.107, -0.097, -0.112, 0.081, 0.074, 0.084, 0.138, 0.084, 0.081, 0.081, 0.132, 0.109, 0.073, 0.076, 0.076],
  "relative_energy_kj_mol": 271.5,
  "charge": 0,
  "lumo_energy_ha": 0.041,
  "multiplicity": 1,
  "energy_ev": -8461.53972,
  "orbital_gap_ev": 9.5,
  "homo_ev": -8.378
}



(3)
{
  "formula": "C30H51Cl2N8O4",
  "method": "ωB97M-V with the def2-TZVPD basis set",
  "symbols": ["C", "C", "Cl", "C", "Cl", "C", "N", "C", "O", "N", "O", "C", "O", "O", "H", "H", "H", "H", "H", "H", "H", "H", "H", "C", "C", "C", "C", "N", "H", "H", "H", "H", "H", "H", "H", "C", "C", "C", "C", "N", "H", "H", "H", "H", "H", "H", "H", "C", "C", "C", "C", "N", "H", "H", "H", "H", "H", "H", "H", "C", "C", "C", "C", "N", "H", "H", "H", "H", "H", "H", "H", "C", "C", "C", "C", "N", "H", "H", "H", "H", "H", "H", "H", "C", "C", "C", "C", "N", "H", "H", "H", "H", "H", "H", "H"],
  "xyz": [[0.841, 2.917, -7.760], [1.121, 3.779, -6.442], [0.014, 5.273, -6.542], [0.707, 3.019, -5.078], [0.978, 1.212, -5.112], [1.422, 3.784, -3.868], [0.722, 3.408, -2.585], [0.914, 4.459, -1.558], [0.043, 4.342, -0.391], [-0.530, 3.110, -0.276], [0.171, 2.332, 0.290], [3.008, 3.633, -3.799], [3.688, 2.740, -4.402], [3.732, 4.568, -3.049], [1.412, 1.925, -7.776], [-0.295, 2.715, -7.784], [1.109, 3.591, -8.656], [2.219, 4.064, -6.397], [-0.430, 3.186, -4.973], [1.213, 4.913, -4.015], [-0.284, 3.424, -2.851], [2.007, 4.445, -1.205], [0.750, 5.513, -2.003], [3.058, -2.377, -0.832], [3.235, -0.869, -0.974], [1.972, -0.167, -1.478], [1.600, -0.693, -2.831], [1.315, -1.103, -3.897], [2.845, -2.850, -1.794], [3.973, -2.832, -0.444], [2.241, -2.614, -0.143], [4.066, -0.672, -1.659], [3.512, -0.450, -0.003], [2.144, 0.911, -1.550], [1.140, -0.332, -0.788], [3.355, 9.765, -4.873], [3.629, 8.785, -3.737], [4.230, 7.463, -4.221], [3.284, 6.785, -5.163], [2.538, 6.245, -5.896], [2.619, 9.369, -5.578], [2.953, 10.702, -4.478], [4.272, 9.993, -5.424], [2.693, 8.591, -3.202], [4.316, 9.250, -3.024], [4.420, 6.801, -3.372], [5.181, 7.639, -4.733], [-1.832, -1.334, -1.986], [-2.104, -2.834, -2.002], [-2.658, -3.353, -0.673], [-1.668, -3.097, 0.425], [-0.890, -2.897, 1.286], [-1.070, -1.070, -1.247], [-1.465, -1.004, -2.960], [-2.743, -0.773, -1.756], [-1.175, -3.360, -2.247], [-2.819, -3.057, -2.799], [-2.849, -4.427, -0.739], [-3.601, -2.856, -0.430], [-1.197, -5.180, 6.330], [-0.989, -4.420, 5.024], [-2.270, -3.762, 4.507], [-3.313, -4.809, 4.244], [-4.130, -5.632, 4.039], [-1.902, -6.007, 6.207], [-0.252, -5.607, 6.675], [-1.577, -4.516, 7.113], [-0.598, -5.111, 4.270], [-0.230, -3.649, 5.178], [-2.066, -3.221, 3.579], [-2.657, -3.047, 5.239], [0.903, -9.232, 9.348], [1.611, -8.228, 10.251], [1.150, -6.787, 10.017], [1.438, -6.383, 8.601], [1.664, -6.067, 7.490], [1.115, -9.043, 8.292], [1.242, -10.247, 9.569], [-0.180, -9.195, 9.494], [2.691, -8.302, 10.087], [1.425, -8.496, 11.295], [1.675, -6.110, 10.695], [0.077, -6.692, 10.205], [-4.622, 0.966, 1.242], [-5.727, 1.642, 0.436], [-6.737, 0.647, -0.141], [-6.041, -0.309, -1.064], [-5.492, -1.059, -1.786], [-4.023, 0.294, 0.622], [-3.943, 1.715, 1.657], [-5.040, 0.388, 2.072], [-5.271, 2.219, -0.375], [-6.254, 2.352, 1.080], [-7.513, 1.178, -0.698], [-7.221, 0.082, 0.660]],
  "lowdin_charge": [-0.176, -0.663, 0.520, -0.611, 0.664, -0.287, -0.025, -0.209, -0.139, -0.070, 0.047, -0.527, -0.081, -0.216, 0.063, 0.076, 0.076, 0.085, 0.092, 0.114, 0.107, 0.130, 0.136, -0.117, -0.260, -0.170, -0.247, 0.056, 0.067, 0.066, 0.066, 0.116, 0.108, 0.109, 0.099, -0.124, -0.272, -0.176, -0.158, 0.112, 0.068, 0.064, 0.072, 0.110, 0.103, 0.095, 0.116, -0.109, -0.260, -0.182, -0.194, 0.133, 0.054, 0.068, 0.049, 0.110, 0.108, 0.113, 0.097, -0.124, -0.263, -0.191, -0.217, 0.115, 0.069, 0.008, 0.076, 0.114, 0.112, 0.075, 0.114, -0.114, -0.274, -0.180, -0.188, 0.147, 0.072, 0.072, 0.078, 0.112, 0.107, 0.113, 0.117, -0.106, -0.269, -0.186, -0.195, 0.148, 0.063, 0.075, 0.077, 0.115, 0.107, 0.112, 0.115],
  "charge": -1,
  "lumo_energy_ha": 0.061,
  "multiplicity": 1,
  "energy_ev": -77088.60325,
  "orbital_gap_ev": 6.3,
  "homo_ev": -4.651
}